[1]
C61H142N20O13 | wB97M-V/def2-TZVPD

Positions of all 236 atoms, in Å:
C1 6.908 -2.305 5.725
C2 5.682 -1.683 5.010
C3 5.913 -0.239 4.528
C4 6.825 -0.292 3.220
C5 6.149 -1.175 2.148
C6 5.657 -2.535 2.569
N1 5.065 -2.454 3.913
O1 4.511 -3.695 4.295
C7 4.568 -2.908 1.514
C8 6.860 -3.622 2.494
C9 4.553 -1.455 6.049
H1 6.884 -3.392 5.799
H2 7.076 -1.991 6.755
H3 7.852 -2.197 5.191
H4 4.971 0.258 4.300
H5 6.473 0.412 5.200
H6 7.776 -0.717 3.539
H7 7.044 0.722 2.886
H8 6.871 -1.247 1.335
H9 5.327 -0.558 1.785
H10 3.538 -2.584 1.665
H11 4.759 -2.748 0.453
H12 4.296 -3.963 1.542
H13 7.296 -3.848 1.522
H14 7.645 -3.343 3.196
H15 6.369 -4.572 2.706
H16 4.298 -2.402 6.525
H17 3.601 -1.145 5.619
H18 5.035 -0.848 6.815
H19 3.609 -3.392 4.418
C10 -4.382 -4.997 -1.782
C11 -4.872 -5.358 -0.353
C12 -3.645 -5.591 0.475
C13 -2.973 -4.349 1.016
C14 -4.011 -3.555 1.794
C15 -5.246 -3.077 0.923
N2 -5.770 -4.273 0.244
O2 -6.921 -4.039 -0.410
C16 -6.235 -2.617 2.015
C17 -4.867 -1.919 -0.040
C18 -5.688 -6.687 -0.425
H20 -5.164 -4.724 -2.491
H21 -3.633 -5.699 -2.147
H22 -3.729 -4.124 -1.763
H23 -3.867 -6.318 1.256
H24 -2.863 -6.112 -0.078
H25 -2.641 -3.671 0.230
H26 -2.094 -4.580 1.617
H27 -3.509 -2.780 2.373
H28 -4.380 -4.157 2.625
H29 -6.478 -3.499 2.607
H30 -5.875 -1.770 2.600
H31 -7.173 -2.342 1.532
H32 -4.155 -2.328 -0.757
H33 -5.723 -1.717 -0.685
H34 -4.471 -0.987 0.364
H35 -6.009 -6.988 0.572
H36 -5.023 -7.518 -0.664
H37 -6.578 -6.677 -1.055
H38 -7.593 -4.509 0.088
C19 -0.944 -3.788 -2.193
C20 -0.637 -3.717 -3.763
C21 -0.176 -2.257 -4.091
C22 1.242 -1.930 -3.655
C23 2.161 -2.877 -4.375
C24 1.813 -4.446 -4.141
N3 0.369 -4.628 -4.322
O3 -0.057 -5.923 -4.317
C25 2.599 -5.221 -5.238
C26 2.261 -4.959 -2.767
C27 -1.974 -3.967 -4.519
H39 -1.329 -4.734 -1.813
H40 -1.599 -2.940 -1.996
H41 -0.016 -3.524 -1.684
H42 -0.223 -2.117 -5.171
H43 -0.931 -1.570 -3.708
H44 1.145 -2.008 -2.572
H45 1.584 -0.928 -3.914
H46 3.076 -2.677 -3.818
H47 2.404 -2.630 -5.409
H48 2.197 -5.114 -6.246
H49 3.608 -4.808 -5.240
H50 2.608 -6.284 -4.999
H51 3.237 -5.441 -2.822
H52 2.531 -4.138 -2.104
H53 1.646 -5.726 -2.296
H54 -2.310 -4.995 -4.379
H55 -2.019 -3.756 -5.587
H56 -2.778 -3.468 -3.978
H57 0.125 -6.141 -5.234
C28 -6.716 0.474 -4.584
C29 -5.250 0.902 -4.832
C30 -5.312 1.783 -6.111
C31 -4.014 2.608 -6.332
C32 -3.735 3.433 -5.079
C33 -3.519 2.532 -3.842
N4 -4.694 1.640 -3.662
O4 -4.564 0.866 -2.491
C34 -2.198 1.714 -4.021
C35 -3.377 3.489 -2.665
C36 -4.463 -0.426 -5.050
H58 -7.158 0.085 -5.501
H59 -7.158 1.438 -4.332
H60 -6.798 -0.233 -3.759
H61 -5.398 1.081 -6.941
H62 -6.159 2.468 -6.127
H63 -4.160 3.301 -7.161
H64 -3.093 2.057 -6.524
H65 -4.527 4.115 -4.769
H66 -2.752 3.858 -5.281
H67 -1.948 1.078 -4.870
H68 -1.381 2.419 -3.867
H69 -2.201 0.983 -3.213
H70 -2.685 4.324 -2.777
H71 -4.305 4.036 -2.499
H72 -3.052 2.857 -1.838
H73 -3.756 -0.326 -5.874
H74 -5.052 -1.297 -5.338
H75 -4.138 -0.779 -4.072
H76 -5.193 1.260 -1.882
C37 -0.331 -0.076 -0.922
C38 -0.908 0.269 0.499
C39 -1.186 -1.060 1.328
C40 0.067 -1.615 1.983
C41 0.686 -0.476 2.782
C42 1.041 0.837 2.084
N5 -0.104 1.193 1.277
O5 0.005 2.387 0.628
C43 1.288 1.909 3.158
C44 2.285 0.591 1.183
C45 -2.354 0.780 0.233
H77 0.623 -0.584 -0.777
H78 0.012 0.842 -1.399
H79 -0.918 -0.668 -1.624
H80 -1.990 -1.110 2.063
H81 -1.478 -1.901 0.698
H82 0.649 -1.936 1.120
H83 -0.216 -2.422 2.659
H84 1.623 -0.860 3.184
H85 0.058 -0.156 3.614
H86 1.624 1.536 4.126
H87 2.033 2.615 2.791
H88 0.321 2.396 3.281
H89 2.474 1.475 0.574
H90 3.218 0.382 1.708
H91 2.166 -0.288 0.550
H92 -2.311 1.791 -0.172
H93 -2.878 0.901 1.181
H94 -2.966 0.178 -0.438
H95 -0.643 2.911 1.104
C46 6.308 3.386 -2.199
C47 5.250 2.644 -1.411
C48 3.840 2.946 -2.066
C49 3.552 2.215 -3.338
C50 3.763 0.736 -3.094
C51 5.161 0.295 -2.502
N6 5.439 1.149 -1.252
O6 6.623 0.794 -0.578
C52 5.019 -1.160 -1.967
C53 6.314 0.120 -3.513
C54 5.242 3.238 0.011
H96 6.465 4.421 -1.898
H97 6.283 3.163 -3.266
H98 7.190 2.851 -1.847
H99 3.079 2.755 -1.309
H100 3.735 3.991 -2.356
H101 4.331 2.493 -4.048
H102 2.513 2.359 -3.636
H103 3.648 0.241 -4.058
H104 2.969 0.394 -2.431
H105 4.865 -1.952 -2.699
H106 5.934 -1.425 -1.437
H107 4.261 -1.150 -1.183
H108 6.785 0.998 -3.953
H109 7.174 -0.404 -3.097
H110 5.959 -0.433 -4.383
H111 4.443 2.821 0.624
H112 4.920 4.277 -0.052
H113 6.202 3.338 0.517
H114 6.285 0.104 -0.003
C55 2.928 2.950 7.234
O7 3.698 2.951 6.304
N7 3.296 2.801 8.501
N8 1.627 3.050 7.170
H115 4.182 3.238 8.712
H116 2.599 2.904 9.224
H117 1.165 3.150 6.278
H118 1.109 2.734 7.978
C56 -3.909 3.645 3.869
O8 -4.468 3.459 2.827
N9 -2.588 3.753 4.168
N10 -4.647 3.965 4.873
H119 -1.919 3.621 3.423
H120 -2.418 4.120 5.094
H121 -4.334 4.687 5.505
H122 -5.655 3.906 4.824
C57 -2.984 -1.704 5.760
O9 -2.007 -2.435 5.744
N11 -3.043 -0.498 5.265
N12 -4.146 -2.056 6.195
H123 -3.969 -0.100 5.194
H124 -2.222 0.016 4.978
H125 -4.174 -2.981 6.600
H126 -4.885 -1.376 6.299
C58 0.403 5.244 -2.657
O10 -0.143 5.356 -3.745
N13 1.150 6.175 -2.142
N14 0.447 4.254 -1.913
H127 1.451 6.094 -1.181
H128 1.363 6.975 -2.721
H129 -0.015 3.361 -2.012
H130 1.010 4.302 -1.076
C59 2.265 5.844 1.593
O11 1.994 5.594 0.445
N15 3.419 6.356 1.936
N16 1.463 5.560 2.625
H131 4.119 6.600 1.250
H132 3.784 6.195 2.864
H133 1.903 5.476 3.530
H134 0.612 5.082 2.365
C60 -6.303 1.906 0.389
O12 -6.624 1.101 -0.428
N17 -6.867 2.168 1.515
N18 -5.266 2.633 0.302
H135 -7.591 1.518 1.789
H136 -6.210 2.621 2.134
H137 -4.577 2.687 -0.434
H138 -4.962 3.036 1.177
C61 -1.600 5.515 1.140
O13 -1.244 4.813 1.990
N19 -2.794 5.468 0.497
N20 -0.873 6.395 0.565
H139 -3.565 4.878 0.774
H140 -2.940 6.305 -0.050
H141 -1.293 6.982 -0.141
H142 0.104 6.515 0.791

Computed properties:
E_HOMO, eV: -7.478
E, hartree: -4482.4523
Frontier orbital gap, Eh: 0.261


[2]
C61H146BN10O27Sr | wB97M-V/def2-TZVPD

Positions of all 246 atoms, in Å:
Sr1 -5.787 9.863 19.699
O1 -5.140 18.218 20.068
C1 -4.795 17.248 20.679
O2 -5.583 16.327 21.230
B1 -4.823 15.207 21.846
O3 -3.427 15.612 21.650
C2 -3.378 16.808 21.086
O4 -2.385 17.498 20.866
O5 -5.013 13.862 21.166
C3 -5.623 13.070 21.918
O6 -6.099 11.935 21.640
C4 -5.675 13.724 23.322
O7 -5.065 14.828 23.241
O8 -6.206 13.261 24.302
C5 -4.613 18.039 15.899
O9 -3.280 17.544 15.932
C6 -2.798 17.179 17.238
C7 -1.258 16.985 17.303
N1 -0.564 18.288 16.972
C8 0.850 18.000 16.846
C9 1.668 19.293 16.619
O10 1.743 20.065 17.845
C10 2.457 21.290 17.617
H1 -5.362 17.297 16.177
H2 -4.752 18.325 14.857
H3 -4.737 18.974 16.445
H4 -3.179 16.184 17.467
H5 -3.067 17.947 17.964
H6 -1.080 16.230 16.537
H7 -1.010 16.648 18.310
H8 -0.815 18.609 16.048
H9 0.977 17.377 15.960
H10 1.270 17.487 17.711
H11 1.231 19.962 15.877
H12 2.677 18.966 16.370
H13 1.923 21.932 16.917
H14 3.455 21.147 17.203
H15 2.505 21.785 18.587
C11 -8.037 20.377 20.783
O11 -9.268 20.039 21.400
C12 -10.328 20.971 21.347
C13 -11.696 20.372 21.785
N2 -12.908 21.231 21.742
C14 -12.790 22.520 22.447
C15 -14.144 23.273 22.492
O12 -14.895 22.684 23.570
C16 -16.081 23.366 23.948
H16 -8.306 20.461 19.730
H17 -7.398 19.494 20.823
H18 -7.498 21.252 21.146
H19 -10.499 21.526 20.425
H20 -10.056 21.797 22.003
H21 -11.592 19.983 22.798
H22 -11.897 19.550 21.098
H23 -13.723 20.687 21.988
H24 -12.204 23.167 21.794
H25 -12.326 22.509 23.433
H26 -14.722 23.210 21.570
H27 -13.937 24.310 22.756
H28 -16.535 23.905 23.117
H29 -15.951 24.080 24.761
H30 -16.740 22.598 24.352
C17 -3.260 11.836 26.350
O13 -3.520 11.230 27.593
C18 -4.009 9.836 27.603
C19 -3.884 9.365 29.041
N3 -2.530 9.716 29.536
C20 -2.289 9.417 30.988
C21 -0.884 9.702 31.451
O14 -0.721 11.167 31.441
C22 0.549 11.639 31.552
H31 -2.445 11.295 25.869
H32 -2.886 12.853 26.471
H33 -4.054 11.726 25.612
H34 -3.513 9.169 26.899
H35 -5.080 9.751 27.416
H36 -4.202 8.337 29.212
H37 -4.571 9.903 29.694
H38 -2.408 10.698 29.334
H39 -2.501 8.351 31.068
H40 -3.076 9.840 31.612
H41 -0.079 9.222 30.894
H42 -0.745 9.249 32.433
H43 0.559 12.711 31.355
H44 1.271 11.224 30.849
H45 0.906 11.404 32.554
C23 -2.809 8.344 18.375
O15 -4.008 9.089 18.078
C24 -4.049 9.793 16.878
C25 -5.493 10.105 16.357
N4 -6.144 10.882 17.425
C26 -7.512 11.089 17.096
C27 -8.320 11.829 18.208
O16 -7.999 11.255 19.471
C28 -8.907 11.772 20.458
H46 -2.826 7.390 17.849
H47 -2.771 8.087 19.434
H48 -1.836 8.743 18.088
H49 -3.569 9.328 16.017
H50 -3.439 10.693 16.945
H51 -6.040 9.189 16.136
H52 -5.366 10.627 15.409
H53 -5.719 11.796 17.368
H54 -7.965 10.120 16.888
H55 -7.641 11.619 16.152
H56 -9.381 11.739 17.975
H57 -8.027 12.874 18.114
H58 -8.753 12.820 20.715
H59 -8.635 11.210 21.351
H60 -9.940 11.538 20.202
C29 -5.444 13.924 17.869
O17 -5.210 13.281 16.611
C30 -4.575 14.066 15.596
C31 -4.279 13.247 14.393
N5 -3.163 12.229 14.549
C32 -1.910 12.766 14.925
C33 -0.807 11.674 14.796
O18 -0.833 11.188 13.408
C34 0.136 10.128 13.110
H61 -4.618 14.460 18.336
H62 -5.791 13.171 18.577
H63 -6.339 14.535 17.753
H64 -3.670 14.480 16.041
H65 -5.244 14.883 15.326
H66 -3.935 13.865 13.564
H67 -5.208 12.744 14.122
H68 -3.021 11.697 13.702
H69 -2.007 13.146 15.942
H70 -1.578 13.626 14.344
H71 -1.048 10.809 15.413
H72 0.175 12.085 15.031
H73 0.157 9.299 13.817
H74 1.109 10.614 13.042
H75 0.057 9.801 12.073
C35 -8.211 16.330 28.724
O19 -6.975 15.622 28.580
C36 -7.007 14.437 27.754
C37 -5.634 13.701 27.751
N6 -5.508 12.752 28.819
C38 -5.397 13.396 30.102
C39 -5.228 12.314 31.154
O20 -5.091 12.991 32.417
C40 -4.505 12.195 33.505
H76 -7.984 17.255 29.254
H77 -8.709 15.633 29.397
H78 -8.675 16.464 27.746
H79 -7.221 14.629 26.702
H80 -7.776 13.782 28.162
H81 -4.881 14.470 27.580
H82 -5.760 13.116 26.840
H83 -4.672 12.252 28.555
H84 -6.266 14.025 30.298
H85 -4.626 14.164 30.046
H86 -4.330 11.721 30.982
H87 -6.017 11.562 31.120
H88 -4.991 11.270 33.818
H89 -4.337 12.768 34.417
H90 -3.488 11.962 33.190
C41 -14.517 14.132 15.734
O21 -13.266 14.645 15.274
C42 -13.158 16.114 15.298
C43 -11.791 16.484 14.693
N7 -10.694 16.165 15.629
C44 -10.427 17.211 16.594
C45 -9.194 16.996 17.482
O22 -9.555 16.135 18.549
C46 -8.746 16.148 19.727
H91 -14.652 14.137 16.816
H92 -14.613 13.108 15.375
H93 -15.321 14.787 15.398
H94 -13.291 16.478 16.317
H95 -13.878 16.543 14.601
H96 -11.808 17.541 14.425
H97 -11.702 15.928 13.759
H98 -10.900 15.254 16.013
H99 -11.272 17.428 17.247
H100 -10.254 18.164 16.095
H101 -8.893 17.908 17.998
H102 -8.384 16.656 16.837
H103 -7.684 16.300 19.536
H104 -9.025 15.249 20.277
H105 -9.125 16.905 20.414
C47 4.322 18.271 25.041
O23 2.980 18.058 24.627
C48 2.073 17.555 25.584
C49 0.646 17.411 25.120
N8 0.609 16.542 23.938
C50 -0.754 16.189 23.512
C51 -1.409 15.217 24.599
O24 -0.691 13.933 24.736
C52 -1.111 12.936 23.781
H106 4.768 19.102 24.495
H107 4.918 17.378 24.849
H108 4.397 18.376 26.124
H109 2.069 18.285 26.393
H110 2.386 16.578 25.954
H111 0.227 18.391 24.891
H112 0.083 16.952 25.932
H113 0.943 15.626 24.201
H114 -0.721 15.751 22.515
H115 -1.299 17.131 23.446
H116 -2.438 15.028 24.293
H117 -1.370 15.586 25.624
H118 -2.158 12.652 23.887
H119 -0.472 12.053 23.785
H120 -1.102 13.396 22.793
C53 -8.086 17.276 23.108
O25 -9.018 18.339 23.379
H121 -7.940 16.747 24.050
H122 -8.355 16.528 22.362
H123 -7.126 17.679 22.785
H124 -9.263 18.898 22.638
C54 -0.831 20.771 19.816
C55 0.341 20.340 20.701
C56 -0.010 20.356 22.222
O26 1.216 19.964 22.899
C57 1.499 20.780 24.037
N9 0.805 19.047 20.228
H125 -0.557 20.763 18.761
H126 -1.064 21.796 20.104
H127 -1.717 20.176 20.040
H128 1.182 21.022 20.577
H129 -0.770 19.595 22.398
H130 -0.421 21.305 22.568
H131 2.433 20.443 24.488
H132 0.790 20.714 24.863
H133 1.642 21.837 23.812
H134 0.053 18.463 19.891
H135 1.149 19.327 19.321
C58 -5.877 9.305 23.392
C59 -4.370 9.535 23.114
C60 -3.403 8.598 23.917
O27 -2.066 9.111 23.728
C61 -1.115 8.447 24.560
N10 -4.161 9.297 21.681
H136 -6.556 9.716 22.645
H137 -6.169 9.676 24.374
H138 -6.156 8.252 23.440
H139 -4.143 10.547 23.449
H140 -3.492 7.531 23.713
H141 -3.632 8.711 24.976
H142 -1.020 7.432 24.174
H143 -1.424 8.402 25.604
H144 -0.070 8.723 24.419
H145 -4.128 8.287 21.663
H146 -3.185 9.531 21.565

Computed properties:
Net charge: +1
E_HOMO, eV: -8.906
E, hartree: -5045.9018
Frontier orbital gap, Eh: 0.191